Computed, not measured: a 2-piece molecular cluster, C31H38N5 overall at a distorted geometry, with wB97M-V/def2-TZVPD.

Output
- E_HOMO (Ha) = -0.38124
- E_LUMO (eV) = -4.853
- charge = +1
- relative energy (zero: lowest compared OMol25 entry of this formula, charge and spin) (eV) = 1.959
- spin multiplicity = 1
- gap between HOMO and LUMO (Ha) = 0.2029

Positions of all 74 atoms, in Å:
C  3.707  3.973  -5.557
C  4.626  2.802  -5.931
C  4.424  1.725  -4.856
N  3.262  2.135  -4.094
C  2.746  1.381  -3.061
C  3.578  0.893  -1.998
C  3.011  0.263  -0.898
C  1.620  -0.048  -0.859
C  1.097  -0.764  0.249
C  0.054  -1.712  0.143
C  -0.490  -2.226  -1.089
C  -1.560  -3.108  -1.085
C  -2.146  -3.553  0.140
N  -3.323  -4.285  0.150
C  -4.618  -3.690  0.457
C  -5.680  -4.664  -0.078
C  -4.931  -5.903  -0.585
C  -3.434  -5.640  -0.377
C  -1.493  -3.172  1.353
C  -0.425  -2.304  1.350
C  0.808  0.365  -1.963
C  1.348  1.108  -2.995
C  2.874  3.514  -4.348
H  4.294  4.863  -5.310
H  3.049  4.226  -6.394
H  4.335  2.405  -6.911
H  5.674  3.106  -5.987
H  4.277  0.735  -5.320
H  5.305  1.657  -4.202
H  4.653  1.092  -2.033
H  3.646  -0.099  -0.078
H  1.567  -0.650  1.213
H  -0.033  -1.959  -2.045
H  -1.997  -3.442  -2.033
H  -4.744  -3.538  1.543
H  -4.721  -2.707  -0.028
H  -6.394  -4.924  0.706
H  -6.238  -4.196  -0.897
H  -5.247  -6.793  -0.036
H  -5.142  -6.072  -1.646
H  -2.873  -5.743  -1.315
H  -3.026  -6.375  0.340
H  -1.876  -3.589  2.289
H  0.109  -2.068  2.281
H  -0.245  0.075  -1.996
H  0.704  1.475  -3.805
H  3.109  4.151  -3.477
H  1.797  3.622  -4.548
C  -1.995  -1.511  5.743
C  -1.424  -0.406  6.373
C  -1.084  0.729  5.620
C  -1.305  0.758  4.232
C  -0.885  1.946  3.393
N  0.304  1.683  2.584
C  0.864  2.796  2.169
N  2.156  2.905  1.730
C  2.449  4.211  1.186
C  1.132  4.976  1.364
N  0.306  4.044  2.086
C  -1.914  -0.344  3.622
C  -2.255  -1.478  4.370
H  -2.237  -2.410  6.318
H  -1.227  -0.418  7.455
H  -0.639  1.609  6.101
H  -1.720  2.203  2.715
H  -0.712  2.774  4.109
H  2.736  2.084  1.660
H  3.265  4.724  1.707
H  2.697  4.136  0.121
H  1.247  5.908  1.922
H  0.696  5.202  0.387
H  -0.679  4.171  2.251
H  -2.101  -0.301  2.541
H  -2.716  -2.334  3.862